Formula: C2H10MoN3
Source: the OMol25 dataset
Level of theory: wB97M-V/def2-TZVPD

Positions of all 16 atoms, in Å:
1 C 0.75 -0.32 -2.12
2 Mo 0.34 -0.11 -0.08
3 N 0.22 -0.57 2.09
4 N -1.81 0.03 -0.01
5 H 0.43 0.26 2.65
6 H 0.82 -1.31 -1.08
7 H 1.75 -0.37 -2.56
8 H 0.56 0.75 -1.79
9 H 0.00 -0.64 -2.85
10 H -2.12 0.76 0.64
11 H -2.25 -0.85 0.29
12 H -2.21 0.26 -0.91
13 H -0.70 -0.90 2.40
14 H 0.89 -1.28 2.38
15 N 1.94 2.64 0.62
16 C 1.39 1.64 0.33

Net charge: +1
Lowest unoccupied orbital energy (spin up / spin down) in eV: -4.71 / -4.62
⟨S²⟩: 2.017
Total energy in Eh: -314.2814
Multiplicity: 3
HOMO-LUMO gap (spin up / spin down) in eV: 7.220 / 7.784


Formula: C2H3N3S2
Source: the OMol25 dataset
Level of theory: wB97M-V/def2-TZVPD

Positions of all 10 atoms, in Å:
1 C 1.60 1.01 2.66
2 C 0.57 1.54 0.89
3 N 0.59 0.71 1.82
4 N 2.25 2.10 2.46
5 N -1.30 -0.07 -1.91
6 S 1.86 2.71 0.99
7 S -1.61 1.27 -1.00
8 H 1.68 0.33 3.43
9 H -1.95 -0.80 -1.69
10 H -1.22 0.13 -2.89

Lowest unoccupied orbital energy (spin up / spin down) in eV: -1.93 / -1.93
Total energy in Eh: -1038.5103
HOMO-LUMO gap (spin up / spin down) in eV: 6.549 / 6.556


Formula: C6H12O
Source: the OMol25 dataset
Level of theory: wB97M-V/def2-TZVPD

Positions of all 19 atoms, in Å:
1 C -2.23 0.53 0.07
2 C -1.01 -0.33 0.44
3 C -0.43 -1.04 -0.79
4 O 0.82 -1.58 -0.39
5 C 1.62 -0.65 0.22
6 C 2.29 0.33 -0.67
7 C 0.10 0.48 1.05
8 H -3.00 -0.09 -0.40
9 H -1.95 1.32 -0.63
10 H -2.67 1.00 0.95
11 H -1.32 -1.10 1.15
12 H -1.05 -1.89 -1.11
13 H -0.33 -0.35 -1.64
14 H 1.35 -0.43 1.28
15 H 3.04 -0.20 -1.28
16 H 2.81 1.09 -0.07
17 H 1.62 0.85 -1.37
18 H 0.28 1.44 0.58
19 H -0.01 0.62 2.14

Lowest unoccupied orbital energy in eV: 1.03
Total energy in Eh: -310.9199
HOMO-LUMO gap in eV: 8.733


Formula: C38H67F4IN7O2S
Source: the OMol25 dataset
Level of theory: wB97M-V/def2-TZVPD

Positions of all 120 atoms, in Å:
1 C 3.85 -0.25 1.62
2 C 4.18 1.19 0.86
3 C 2.91 2.19 1.14
4 C 2.10 2.69 -0.20
5 C 0.81 1.78 -0.62
6 C -0.22 1.46 0.65
7 C -1.68 1.18 -0.01
8 N -2.71 0.45 0.88
9 C -4.02 1.16 0.48
10 C -4.28 2.61 1.16
11 C -5.33 2.62 2.43
12 F -4.97 3.43 3.66
13 C -6.63 1.89 2.49
14 F -6.68 0.38 2.60
15 F -7.98 2.54 2.40
16 C -2.80 -0.95 0.30
17 I -4.30 -2.30 1.16
18 C -1.44 -1.83 0.21
19 C -1.33 -3.13 1.21
20 S -2.39 0.53 2.58
21 O -3.61 0.14 3.49
22 O -1.24 -0.44 3.08
23 F -1.92 2.08 3.19
24 H 4.76 -0.99 1.54
25 H 3.70 0.01 2.77
26 H 2.84 -0.72 1.22
27 H 5.11 1.65 1.45
28 H 4.49 1.08 -0.26
29 H 2.23 1.68 1.96
30 H 3.35 3.17 1.64
31 H 2.88 2.60 -1.11
32 H 1.82 3.82 -0.11
33 H 1.18 0.74 -1.09
34 H 0.19 2.36 -1.42
35 H 0.27 0.57 1.23
36 H -0.16 2.44 1.33
37 H -2.06 2.25 -0.37
38 H -1.50 0.61 -1.05
39 H -4.01 1.34 -0.70
40 H -4.99 0.54 0.69
41 H -4.83 3.26 0.33
42 H -3.28 3.24 1.38
43 H -3.17 -0.77 -0.83
44 H -1.41 -2.30 -0.89
45 H -0.42 -1.27 0.32
46 H -1.87 -4.10 0.79
47 H -0.17 -3.42 1.19
48 H -1.56 -2.91 2.34
49 C 2.48 -2.23 -3.83
50 C 1.15 -2.77 -4.34
51 C 0.16 -1.68 -4.72
52 C -0.24 -0.87 -3.56
53 N -0.54 -0.22 -2.64
54 H 2.35 -1.65 -2.91
55 H 3.17 -3.05 -3.61
56 H 2.95 -1.58 -4.58
57 H 0.72 -3.44 -3.58
58 H 1.35 -3.39 -5.23
59 H -0.73 -2.14 -5.15
60 H 0.59 -1.03 -5.49
61 C 8.20 -3.15 3.16
62 C 7.44 -4.42 2.80
63 C 7.13 -4.53 1.31
64 C 6.24 -3.46 0.84
65 N 5.54 -2.60 0.48
66 H 7.62 -2.25 2.93
67 H 8.43 -3.13 4.23
68 H 9.15 -3.10 2.61
69 H 6.51 -4.45 3.38
70 H 8.04 -5.28 3.10
71 H 6.65 -5.50 1.11
72 H 8.06 -4.51 0.73
73 C -6.79 -6.05 -2.24
74 C -7.56 -4.93 -1.55
75 C -7.34 -3.56 -2.19
76 C -5.94 -3.12 -2.08
77 N -4.84 -2.78 -2.01
78 H -5.71 -5.89 -2.18
79 H -7.01 -7.01 -1.76
80 H -7.07 -6.13 -3.29
81 H -7.28 -4.90 -0.49
82 H -8.63 -5.17 -1.59
83 H -7.99 -2.83 -1.70
84 H -7.64 -3.60 -3.25
85 C 10.45 1.50 3.85
86 C 11.52 0.49 3.46
87 C 11.55 0.20 1.96
88 C 10.30 -0.44 1.50
89 N 9.32 -0.93 1.13
90 H 9.44 1.13 3.63
91 H 10.49 1.70 4.93
92 H 10.59 2.45 3.33
93 H 11.36 -0.44 4.03
94 H 12.50 0.89 3.76
95 H 12.39 -0.47 1.75
96 H 11.72 1.12 1.41
97 C -2.34 -1.34 -8.48
98 C -3.02 -0.08 -7.98
99 C -2.14 1.17 -8.09
100 C -0.94 1.08 -7.25
101 N 0.01 1.00 -6.59
102 H -1.45 -1.58 -7.89
103 H -3.02 -2.20 -8.41
104 H -2.04 -1.24 -9.53
105 H -3.33 -0.23 -6.94
106 H -3.93 0.08 -8.57
107 H -2.73 2.04 -7.79
108 H -1.85 1.32 -9.14
109 C -7.61 6.28 5.10
110 C -6.10 6.39 4.92
111 C -5.49 7.61 5.62
112 C -5.99 8.88 5.06
113 N -6.40 9.87 4.63
114 H -8.13 7.14 4.67
115 H -7.98 5.38 4.61
116 H -7.86 6.22 6.17
117 H -5.87 6.42 3.84
118 H -5.63 5.49 5.32
119 H -4.40 7.58 5.51
120 H -5.71 7.56 6.69

Net charge: +1
Lowest unoccupied orbital energy in eV: -5.02
Total energy in Eh: -3116.3906
HOMO-LUMO gap in eV: 6.753